No. 1
61
Properties=species:S:1:pos:R:3:nbo_charge:R:1 method="wB97M-V/def2-TZVPD" total_energy_ha=-1708.57328 de_lowest_kj_mol=0.0 smiles="Cc1ccc(/C=C/[C@H](c2ccc(C)cc2)[C@H](c2ccccc2)S(=O)(=O)c2ccccc2)cc1" total_charge=0
C -5.01793 -1.55054 -4.15265 -0.63
C -4.39650 -1.94533 -2.85458 -0.02
C -3.69635 -3.15418 -2.70048 -0.22
C -3.11745 -3.48264 -1.47190 -0.17
C -3.27460 -2.65394 -0.34401 -0.06
C -2.84984 -3.13961 1.07093 -0.29
C -2.36436 -1.98986 1.92017 -0.18
C -1.50004 -2.02597 2.97120 -0.20
C -1.08202 -0.97151 3.86387 -0.01
C -0.12521 -1.18174 4.92138 -0.20
C 0.37390 -0.11779 5.66279 -0.22
C -0.10353 1.20593 5.47514 0.00
C 0.37159 2.29195 6.37675 -0.63
C -1.05286 1.41985 4.46005 -0.22
C -1.58097 0.36814 3.71615 -0.19
C -3.93624 -1.44177 -0.52037 -0.15
C -4.46970 -1.07259 -1.76538 -0.24
H -5.40070 -0.51415 -4.13011 0.22
H -4.36783 -1.68608 -5.04711 0.22
H -5.91935 -2.18612 -4.34530 0.22
H -3.62169 -3.82310 -3.57080 0.22
H -2.56584 -4.42331 -1.43291 0.24
H -2.04261 -3.93872 0.99744 0.24
H -2.72703 -0.96689 1.68091 0.19
H -1.07518 -3.00006 3.22953 0.21
H 0.24414 -2.20513 5.10366 0.22
H 1.12787 -0.28855 6.44615 0.21
H -0.07862 3.23747 6.12507 0.22
H 0.20064 2.10691 7.43630 0.22
H 1.43811 2.43775 6.26246 0.22
H -1.40330 2.44571 4.32266 0.21
H -2.35844 0.56596 2.97004 0.21
H -4.09541 -0.78798 0.33006 0.20
H -4.95270 -0.08663 -1.86401 0.21
C -8.87208 -4.34928 -0.63341 -0.19
C -8.76542 -5.35402 0.34499 -0.22
C -7.52021 -5.68331 0.85156 -0.18
C -6.38009 -5.00013 0.40697 -0.33
S -4.71184 -5.52415 1.00730 2.13
C -3.94102 -3.98992 1.83490 -0.41
C -3.46117 -4.59312 3.19597 -0.09
C -3.37424 -3.64930 4.21389 -0.13
C -2.79760 -3.95138 5.43902 -0.25
C -2.32999 -5.25817 5.61150 -0.21
C -2.41814 -6.22410 4.60261 -0.22
C -2.89614 -5.85525 3.33877 -0.18
O -5.10348 -6.58577 1.88968 -0.93
O -3.84230 -5.85106 -0.10404 -0.95
C -6.47124 -4.00658 -0.54443 -0.14
C -7.71210 -3.70468 -1.11824 -0.23
H -9.85755 -4.07280 -1.03171 0.22
H -9.66075 -5.89073 0.67708 0.22
H -7.45240 -6.50292 1.56405 0.25
H -4.94493 -3.45049 2.11307 0.25
H -3.63037 -2.60083 4.01395 0.21
H -2.64292 -3.17895 6.21420 0.23
H -1.82390 -5.55657 6.56217 0.21
H -2.05997 -7.25979 4.70981 0.22
H -2.74073 -6.50232 2.47772 0.23
H -5.57058 -3.50409 -0.88586 0.23
H -7.79567 -2.99687 -1.95269 0.22


No. 2
95
Properties=species:S:1:pos:R:3:lowdin_charge:R:1 method="wB97M-V/def2-TZVPD" total_energy_ha=-12137.32027 total_charge=0
Y 0.00000 0.00000 0.00000 0.67
N -0.80096 1.22057 1.79774 -0.12
C -1.62257 0.35509 2.62873 -0.36
C -2.87414 -0.18368 1.92213 -0.18
C -2.64067 -1.34338 0.94407 -0.34
N -2.09213 -0.93347 -0.33879 -0.11
H 0.03912 1.59607 2.35597 0.13
H -1.34754 2.03933 1.46856 0.06
H -1.93972 0.93164 3.50532 0.11
H -1.01457 -0.47783 2.99782 0.08
H -3.41596 0.63237 1.42683 0.09
H -3.54821 -0.55625 2.70512 0.12
H -3.60039 -1.83882 0.75738 0.11
H -1.98028 -2.08890 1.39984 0.11
H -2.72295 -0.25524 -0.80734 -0.06
H -1.98512 -1.78093 -0.99356 0.12
C -0.56057 0.76190 -7.90448 -0.03
C 0.44543 1.05368 -6.76094 -0.41
C 1.71957 1.68941 -7.34952 -0.02
C -0.19194 2.04144 -5.77337 -0.08
C -0.85385 3.21038 -6.17659 -0.01
C -1.44234 4.06048 -5.23636 -0.06
C -1.39375 3.75641 -3.87379 -0.06
C -0.73625 2.60730 -3.42678 -0.24
P -0.66021 2.08109 -1.65519 1.07
C 0.40768 3.35133 -0.91002 -0.37
C 0.22200 3.79894 0.40701 -0.12
C 1.09029 4.73167 0.98516 -0.06
C 2.18393 5.20796 0.26821 -0.07
C 2.41384 4.74631 -1.02298 -0.06
C 1.53772 3.82353 -1.60174 -0.07
C -2.36678 2.38503 -1.10793 -0.35
C -2.88574 3.63295 -0.73651 -0.08
C -4.22317 3.77158 -0.35033 -0.06
C -5.06543 2.66309 -0.33052 -0.07
C -4.57183 1.41496 -0.69590 -0.06
C -3.23554 1.27869 -1.08071 -0.11
C -0.11255 1.79389 -4.39790 -0.19
O 0.64554 0.77292 -3.90276 -0.02
C 0.85373 -0.33263 -4.67471 -0.19
C 1.12391 -1.52116 -3.96261 -0.23
C 1.41037 -2.66995 -4.70640 -0.07
C 1.44441 -2.62100 -6.10166 -0.06
C 1.15698 -1.43204 -6.77789 -0.02
C 0.82476 -0.26570 -6.07293 -0.09
P 0.98403 -1.48197 -2.12171 1.04
C 0.23729 -3.10095 -1.74206 -0.39
C -0.94602 -3.48095 -2.40239 -0.14
C -1.57561 -4.69751 -2.12627 -0.09
C -1.04114 -5.55295 -1.16799 -0.09
C 0.11069 -5.18370 -0.47999 -0.06
C 0.73739 -3.96330 -0.75550 -0.12
C 2.71938 -1.58663 -1.59609 -0.36
C 3.19935 -0.58009 -0.74037 -0.49
C 4.51799 -0.59206 -0.27767 -0.29
C 5.38238 -1.61108 -0.66718 -0.11
C 4.92808 -2.61414 -1.51825 -0.09
C 3.60747 -2.60170 -1.97881 -0.09
H -0.85061 1.66767 -8.44739 0.08
H -1.47825 0.30279 -7.51548 0.10
H -0.14882 0.08538 -8.66083 0.08
H 1.49923 2.62935 -7.86893 0.09
H 2.20527 1.02412 -8.07305 0.09
H 2.45403 1.91292 -6.56594 0.10
H -0.91702 3.48488 -7.22629 0.11
H -1.95131 4.96286 -5.56747 0.11
H -1.86951 4.43794 -3.17646 0.10
H -0.59942 3.41846 1.01082 0.07
H 0.91739 5.07319 2.00234 0.11
H 2.86549 5.92315 0.72054 0.11
H 3.28074 5.09037 -1.58100 0.11
H 1.76883 3.46116 -2.60187 0.11
H -2.26131 4.52280 -0.75378 0.11
H -4.60660 4.74910 -0.06985 0.11
H -6.10515 2.77190 -0.03405 0.11
H -5.22304 0.54500 -0.68631 0.12
H -2.87676 0.29042 -1.36667 0.05
H 1.60200 -3.62042 -4.21599 0.11
H 1.68278 -3.51965 -6.66590 0.11
H 1.19484 -1.43882 -7.86402 0.11
H -1.39724 -2.82451 -3.14586 0.11
H -2.48476 -4.96902 -2.65528 0.10
H -1.52964 -6.49840 -0.94874 0.10
H 0.52151 -5.84038 0.28322 0.11
H 1.61805 -3.69784 -0.17601 0.04
H 2.54530 0.23158 -0.42235 -0.30
H 4.86496 0.19601 0.38489 0.02
H 6.40801 -1.62179 -0.30870 0.11
H 5.59982 -3.41163 -1.82557 0.10
H 3.28447 -3.40721 -2.63043 0.10
Se 2.63995 0.54506 0.82993 0.34
Se 3.91902 -0.01588 2.75371 0.01
Se 3.57368 -2.29709 2.21226 0.06
Se 1.29831 -1.76078 1.78024 0.03
H -1.20953 -0.74221 1.47925 -0.03


No. 3
29
Properties=species:S:1:pos:R:3:nbo_charge:R:1 method="wB97M-V/def2-TZVPD" total_energy_ha=-668.42178 de_lowest_kj_mol=152.0 total_charge=+1
N 0.98489 -0.38654 -0.98137 -0.86
H 0.84948 -0.64942 0.00112 0.48
H 0.89700 0.62656 -1.12859 0.47
H 0.28884 -0.74810 -1.58209 0.44
H 1.82147 -0.82372 -1.36461 0.45
O 0.33131 0.70909 2.11898 -0.96
H 0.86260 0.78361 2.91327 0.49
H -0.43040 1.19445 2.43799 0.49
O 2.88458 -1.57592 1.04932 -0.96
H 3.35177 -0.92156 1.59559 0.49
H 2.41160 -2.12898 1.65720 0.47
O 0.05068 3.05833 0.21651 -0.95
H 0.10986 2.14684 0.50133 0.45
H 0.59094 3.06948 -0.56298 0.48
O -2.37379 -0.99235 -3.38162 -0.96
H -3.13286 -1.27959 -3.95889 0.49
H -2.15968 -1.75751 -2.77559 0.46
O 1.12146 2.70693 -2.31791 -0.96
H 1.70319 3.39605 -2.55946 0.49
H 0.30904 3.08049 -2.63706 0.49
O -1.83668 -0.97290 2.54632 -0.93
H -0.94909 -0.80684 2.26703 0.47
H -1.87738 -0.39829 3.31250 0.46
O -1.58643 0.73583 -0.43559 -0.98
H -2.09334 -0.04782 -0.50214 0.49
H -1.85834 1.28848 0.27117 0.49
O -0.13805 -2.80967 0.87363 -0.98
H -0.32870 -3.75548 0.66097 0.50
H 0.19605 -2.74145 1.76498 0.48


No. 4
21
Properties=species:S:1:pos:R:3:nbo_charge:R:1 method="wB97M-V/def2-TZVPD" total_energy_ha=-270.63153 de_lowest_kj_mol=143.2 total_charge=+1
C 1.08979 -2.37783 -0.31719 -0.42
N 0.04253 -1.33653 -0.01092 -0.50
C -1.34674 -1.74217 -0.37897 -0.42
H 2.05522 -1.88224 -0.26328 0.24
H 1.06677 -3.11189 0.48444 0.24
H 0.85649 -2.82051 -1.27744 0.24
H 0.30225 -0.47294 -0.49361 0.45
H 0.08877 -1.10593 0.98023 0.44
H -1.39721 -1.90546 -1.45192 0.24
H -2.03543 -0.96492 -0.07148 0.24
H -1.57683 -2.67955 0.12138 0.24
C -1.15506 1.75362 0.14481 -0.42
N 0.09561 2.43613 0.34197 -0.60
C 1.29168 1.61089 0.19279 -0.41
H -1.25344 1.33330 -0.86016 0.18
H -1.38108 0.93085 0.85474 0.13
H -1.95727 2.48319 0.23180 0.24
H 0.14833 2.88625 1.24217 0.37
H 1.27690 0.82063 0.96319 0.13
H 2.16212 2.24695 0.32091 0.24
H 1.32241 1.15796 -0.80405 0.17


No. 5
14
Properties=species:S:1:pos:R:3:nbo_charge:R:1 method="wB97M-V/def2-TZVPD" total_energy_ha=-324.52659 de_lowest_kj_mol=519.5 smiles="C1=CC1.C#N.C=O" total_charge=0
C 1.31278 -0.21984 -0.76144 -0.42
C -0.02796 0.18714 -1.30811 -0.31
C -1.35885 -0.97509 -0.01419 0.23
O -0.74673 -1.33421 0.98111 -0.60
C -0.02793 0.58827 2.26241 0.15
N 0.21083 1.50775 1.60642 -0.39
C 0.68122 1.10787 -0.70803 -0.03
H 1.29539 -0.88057 0.11575 0.21
H 2.18358 -0.32474 -1.41006 0.19
H -0.66682 0.13291 -2.16931 0.24
H -1.46215 -1.65315 -0.87517 0.13
H -2.04066 -0.10527 -0.01692 0.13
H -0.24655 -0.18833 2.95918 0.25
H 0.89386 2.15727 -0.66164 0.24


No. 6
19
Properties=species:S:1:pos:R:3:nbo_charge:R:1 method="wB97M-V/def2-TZVPD" total_energy_ha=-344.29612 de_lowest_kj_mol=233.4 smiles=CC[C@H](O)N(C)N total_charge=0
C -0.05148 -0.44930 0.29948 0.25
C -1.09964 0.65619 -0.35242 -0.42
C 1.86247 0.95548 -0.22020 -0.44
C -2.49855 0.09749 -0.54560 -0.61
N 1.15224 -0.29936 -0.41505 -0.30
N 2.12923 -1.43311 0.01884 -0.69
O 0.08680 -0.26945 1.68762 -0.74
H -0.78736 -0.19397 2.08129 0.47
H -0.44612 -1.45940 0.10321 0.15
H 1.75638 -2.29910 -0.36420 0.35
H 2.14501 -1.52928 1.03798 0.34
H -0.73100 1.06883 -1.28976 0.21
H -1.12395 1.48665 0.35487 0.20
H 2.86967 0.80758 -0.60066 0.22
H 1.91179 1.26556 0.82867 0.19
H 1.37964 1.72557 -0.81854 0.20
H -2.48670 -0.68453 -1.30338 0.21
H -2.89068 -0.32714 0.37903 0.19
H -3.17776 0.88128 -0.88118 0.21


| no. | HOMO-LUMO gap (eV) | F_max (eV Å⁻¹) |
| --- | --- | --- |
| 1 | 8.41 | 3.4 |
| 2 | 4.12 | 13.3 |
| 3 | 10.87 | 2.5 |
| 4 | 9.26 | 1.1 |
| 5 | 9.67 | 1.3 |
| 6 | 10.11 | 3.8 |